Below is an isolated ion of composition C4H8IN2 and charge +1, with properties calculated with ωB97M-V/def2-TZVPD.

Geometry as XYZ:
```
15
Properties=species:S:1:pos:R:3:forces:R:3
C -0.09140 -0.72302 1.17792 -0.3 3.9 1.7
C 0.03466 1.51331 -0.14757 -2.9 -0.5 0.5
C -0.96173 -1.40932 -0.88974 -0.2 2.8 -2.8
C 1.17611 1.11404 -0.84597 2.2 -2.0 -1.1
N -0.37419 0.61372 0.97841 0.5 1.0 2.3
N -0.38460 -1.59907 0.26243 0.2 -0.9 1.0
I 2.62229 -0.07475 0.02462 0.1 0.6 -0.2
H 0.18790 -1.06630 2.20064 -0.3 0.3 -1.1
H 0.13323 2.52624 0.12656 0.4 1.3 1.8
H -0.87801 1.70011 -0.73080 0.2 -0.6 -0.8
H -1.05016 -0.27955 -1.04934 -0.5 -2.2 -0.5
H -1.03802 -2.15282 -1.71339 0.0 0.5 1.2
H 1.21009 1.08631 -1.90326 0.1 0.2 -0.8
H -0.38301 1.21541 1.84631 0.1 -1.6 -1.1
H -0.20315 -2.46430 0.66319 0.3 -2.6 -0.1
```
Positions in Å, forces in eV/Å.

Output
**Charge**: +1
**ΔE to the lowest compared entry with this formula, charge and spin**: 435.7 kJ/mol
**Energy**: -15347.5903 eV